CH6Ba3O6 as an isolated structure in a non-equilibrium geometry, computed with the ωB97M-V functional and the def2-TZVPD basis.

* multiplicity: 1
* charge: +4
* lowest unoccupied orbital energy: -15.013 eV
* E_tot: -568.1879 Eh
* gap between HOMO and LUMO: 5.92 eV
* relative energy (zero: lowest compared OMol25 entry of this formula, charge and spin): 0.00 kcal per mole

Structure (XYZ):
```
16
Properties=species:S:1:pos:R:3:lowdin_charge:R:1
Ba -3.20 -1.00 1.03 2.075
Ba 0.65 -3.69 0.94 2.047
Ba -0.90 -0.94 -3.41 2.043
C -0.34 -0.83 -0.13 -1.189
O -0.33 -0.98 1.11 -0.251
O 0.36 -1.47 -0.89 -0.276
O -1.38 -0.36 -0.65 -0.456
O 0.93 1.10 2.81 -0.012
H 0.33 1.35 2.10 0.008
H 0.65 0.23 3.07 0.006
O 2.78 0.22 -1.70 -0.009
H 2.92 -0.18 -2.56 0.035
H 2.34 -0.45 -1.19 -0.014
O -1.43 2.60 -0.38 -0.006
H -1.97 2.71 0.40 0.043
H -1.41 1.66 -0.53 -0.046
```

C24H40N3NaO2P2 as an isolated structure, computed with the ωB97M-V functional and the def2-TZVPD basis.

* multiplicity: 1
* lowest unoccupied orbital energy: -0.388 eV
* E_tot: -2098.2689 Eh
* gap between HOMO and LUMO: 4.99 eV
* relative energy (zero: lowest compared OMol25 entry of this formula, charge and spin): 0.00 kcal per mole

Structure (XYZ):
```
72
Properties=species:S:1:pos:R:3:lowdin_charge:R:1
Na 0.74 -0.51 1.94 0.156
C 3.20 0.13 -1.63 -0.258
P 1.55 0.29 -0.86 1.036
C 0.52 -0.56 -2.15 -0.399
N 0.80 -0.32 -3.41 0.133
C -0.03 -0.84 -4.36 -0.207
C 0.24 -0.59 -5.73 -0.014
C -0.61 -1.07 -6.68 -0.076
C -1.76 -1.80 -6.31 -0.075
C -2.04 -2.06 -5.00 -0.013
C -1.16 -1.58 -4.00 -0.208
N -1.40 -1.88 -2.69 0.132
C -0.58 -1.42 -1.79 -0.394
P -0.82 -1.95 -0.02 1.034
C -2.56 -2.46 -0.09 -0.275
C 0.14 -3.56 -0.04 -0.719
C 1.61 -3.25 -0.28 -0.103
C -0.37 -4.56 -1.08 -0.092
C -0.01 -4.16 1.37 -0.099
C 1.07 2.07 -1.14 -0.731
C 1.41 2.65 -2.51 -0.093
C 1.79 2.88 -0.06 -0.103
C -0.44 2.17 -0.90 -0.095
H 3.18 0.35 -2.69 0.033
H 3.56 -0.88 -1.47 0.036
H 3.89 0.81 -1.12 0.042
H 1.13 -0.02 -5.98 0.114
H -0.42 -0.88 -7.73 0.103
H -2.43 -2.17 -7.08 0.104
H -2.90 -2.63 -4.68 0.114
H -2.80 -3.09 -0.95 0.027
H -3.19 -1.57 -0.12 0.038
H -2.79 -3.00 0.83 0.038
H 1.79 -2.84 -1.27 0.067
H 2.18 -4.19 -0.21 0.093
H 2.01 -2.58 0.48 0.046
H -0.29 -4.17 -2.10 0.069
H -1.40 -4.84 -0.91 0.072
H 0.24 -5.47 -1.02 0.086
H 0.41 -3.49 2.13 0.045
H 0.55 -5.10 1.41 0.091
H -1.05 -4.38 1.61 0.072
H 2.49 2.61 -2.70 0.076
H 1.11 3.70 -2.55 0.085
H 0.91 2.12 -3.31 0.063
H 2.87 2.86 -0.19 0.079
H 1.57 2.52 0.94 0.057
H 1.48 3.93 -0.12 0.086
H -1.01 1.67 -1.69 0.079
H -0.75 3.22 -0.89 0.086
H -0.73 1.72 0.06 0.064
O 0.78 2.18 3.40 0.120
C -0.50 1.93 3.19 -0.492
O -0.90 0.86 2.78 0.054
C -1.44 3.10 3.47 -0.227
N -0.65 4.26 3.94 -0.031
C -1.08 4.62 5.30 -0.186
C -1.68 3.32 5.84 -0.161
C -2.41 2.77 4.61 -0.116
H -1.96 3.30 2.54 0.159
H -0.71 5.04 3.30 0.123
H 0.80 3.11 3.72 0.111
H -1.84 5.41 5.28 0.116
H -0.23 4.97 5.89 0.113
H -2.34 3.49 6.69 0.114
H -0.89 2.64 6.15 0.121
H -3.35 3.31 4.46 0.120
H -2.64 1.71 4.66 0.121
C 2.31 -1.80 3.21 -0.254
H 2.69 -1.23 4.06 -0.103
H 3.20 -2.07 2.62 -0.100
H 1.94 -2.75 3.63 -0.103
```